No. 1
{
  "formula": "C14H27MoN2OSi",
  "method": "ωB97M-V with the def2-TZVPD basis set",
  "homo_lumo_gap_ev": [6.898, 7.080],
  "mol_weight_da": 363.41,
  "relative_energy_kcal_mol": 17.6,
  "homo_energy_ev": [-19.06, -18.90],
  "lumo_energy_ev": [-12.159, -11.822],
  "total_charge": 3,
  "elements": ["Mo", "N", "C", "C", "C", "N", "H", "H", "H", "H", "H", "H", "H", "H", "H", "H", "C", "Si", "C", "C", "C", "C", "C", "C", "C", "H", "H", "H", "H", "H", "H", "H", "H", "H", "H", "H", "C", "O", "C", "C", "H", "H", "H", "H", "H", "H"],
  "positions_angstrom": [[0.5629, 0.4814, 0.1693], [-0.9951, -1.1328, -0.3879], [-2.4154, -0.7142, -0.2828], [-2.7498, 0.4640, -1.1916], [-2.2241, 1.8106, -0.7130], [-0.7523, 1.9484, -0.8884], [-0.8581, -1.4548, -1.3523], [-0.9022, -1.9827, 0.1785], [-2.6355, -0.4751, 0.7643], [-3.0575, -1.5572, -0.5669], [-3.8387, 0.5411, -1.2278], [-2.4218, 0.2622, -2.2161], [-2.4839, 1.9550, 0.3420], [-2.7368, 2.6004, -1.2743], [-0.5177, 2.9253, -0.6439], [-0.5793, 1.8786, -1.9052], [2.5178, -0.4737, -2.8134], [2.3415, -0.9461, -0.9811], [3.7669, -2.0420, -0.3818], [2.5544, 1.0940, 0.4486], [3.4258, 0.9093, 1.5164], [4.2943, 1.9296, 1.8738], [4.3266, 3.1091, 1.1381], [3.4779, 3.2901, 0.0577], [2.6048, 2.2668, -0.3115], [3.5276, -0.0995, -2.9973], [1.8206, 0.2833, -3.1809], [2.3994, -1.3491, -3.4530], [4.7096, -1.6658, -0.7942], [3.6642, -3.0644, -0.7507], [3.8961, -2.1055, 0.6987], [3.4304, -0.0111, 2.0899], [4.9464, 1.8072, 2.7253], [5.0540, 3.8701, 1.3881], [3.5232, 4.1946, -0.5305], [2.0730, 2.3671, -1.2702], [1.0874, -1.7930, 2.8749], [0.4545, -0.5417, 3.0901], [0.2031, 0.2856, 2.1470], [-0.4505, 1.5415, 2.6273], [1.9811, -1.8236, 3.5034], [1.3349, -1.9342, 1.8082], [0.4101, -2.5760, 3.2316], [-1.0142, 1.3516, 3.5462], [-1.1251, 2.0131, 1.9048], [0.3352, 2.2630, 2.8965]],
  "forces_ev_per_a": [[-0.64, 0.04, -0.30], [0.78, -0.17, -0.15], [-0.72, 0.23, -0.06], [0.11, -0.02, 0.35], [-1.03, -0.24, 0.00], [0.61, 0.14, -0.10], [-0.01, 0.03, 0.25], [0.13, 0.23, -0.15], [0.05, -0.03, -0.13], [0.19, 0.07, 0.13], [0.05, 0.00, -0.07], [-0.06, 0.00, -0.07], [0.14, 0.04, -0.18], [0.29, 0.00, 0.09], [0.12, -0.46, -0.12], [0.05, 0.09, 0.39], [-0.40, 0.09, 0.63], [1.47, 0.86, -0.07], [-0.60, 0.13, 0.11], [-0.42, -1.16, -0.55], [0.43, -0.10, 0.54], [-0.16, -0.34, 0.00], [0.02, 0.15, -0.12], [-0.16, 0.02, -0.01], [-0.15, 0.25, -0.71], [0.14, -0.02, 0.20], [-0.04, -0.05, 0.12], [-0.05, -0.24, 0.06], [-0.19, 0.22, -0.17], [-0.15, -0.06, -0.14], [-0.21, 0.08, 0.01], [-0.04, 0.03, -0.01], [0.09, -0.05, 0.05], [-0.07, 0.09, 0.03], [0.04, 0.04, -0.07], [0.08, 0.00, 0.35], [0.57, -1.18, -0.12], [-0.58, 1.11, -0.46], [0.40, -0.17, 0.42], [-0.11, 0.23, 0.22], [-0.08, 0.07, -0.19], [-0.06, 0.06, 0.37], [0.07, 0.20, -0.16], [-0.05, -0.10, -0.12], [0.17, -0.04, 0.03], [-0.02, -0.08, -0.13]]
}

No. 2
{
  "formula": "C12H42O14P2",
  "method": "ωB97M-V with the def2-TZVPD basis set",
  "homo_lumo_gap_ev": [9.644, 2.692],
  "mol_weight_da": 472.40,
  "relative_energy_kcal_mol": 25.5,
  "homo_energy_ev": [-12.19, -12.18],
  "lumo_energy_ev": [-2.544, -9.491],
  "total_charge": 1,
  "s_squared": 0.754,
  "multiplicity": 2,
  "elements": ["C", "O", "P", "O", "O", "C", "O", "C", "H", "H", "H", "H", "H", "H", "H", "H", "H", "C", "O", "P", "O", "O", "C", "O", "C", "H", "H", "H", "H", "H", "H", "H", "H", "H", "C", "O", "H", "H", "H", "H", "C", "O", "H", "H", "H", "H", "C", "O", "H", "H", "H", "H", "C", "O", "H", "H", "H", "H", "C", "O", "H", "H", "H", "H", "C", "O", "H", "H", "H", "H"],
  "positions_angstrom": [[-2.7910, -6.0764, 2.3062], [-1.6243, -5.3441, 2.5621], [-1.3742, -3.8957, 1.8498], [-0.3269, -3.0173, 2.4424], [-1.0669, -4.2449, 0.2664], [0.0913, -4.9923, -0.0880], [-2.8308, -3.1927, 1.7447], [-2.9480, -1.7955, 1.6799], [-3.4384, -5.6203, 1.5572], [-3.3977, -6.1798, 3.2058], [-2.6140, -7.0992, 1.9735], [0.6039, -4.4529, -0.8845], [-0.1290, -5.9699, -0.5170], [0.9217, -5.0971, 0.6103], [-2.0951, -1.1249, 1.7846], [-3.7290, -1.5825, 2.4099], [-3.3696, -1.4929, 0.7214], [1.6389, 2.7049, 0.2890], [2.6430, 3.5404, 0.9036], [2.3043, 5.0362, 1.5242], [1.8416, 6.1011, 0.6039], [1.2326, 4.7662, 2.6969], [-0.0366, 5.4550, 2.5586], [3.6807, 5.3681, 2.3872], [4.2510, 4.3405, 3.1086], [1.9906, 1.6909, 0.0987], [1.3496, 3.0947, -0.6869], [0.7641, 2.6492, 0.9369], [-0.8324, 4.9262, 3.0833], [-0.3433, 5.6584, 1.5326], [-0.0013, 6.4164, 3.0711], [4.6304, 4.7241, 4.0557], [5.2035, 4.0647, 2.6561], [3.7080, 3.4252, 3.3444], [-2.7926, 2.1176, 0.1957], [-1.8409, 2.5270, 1.2015], [-3.7723, 2.5515, 0.3960], [-2.4603, 2.3262, -0.8212], [-2.8531, 1.0293, 0.1871], [-2.3029, 2.8722, 1.9689], [-0.2191, -0.4782, -0.9834], [0.6907, -0.3847, -2.0513], [0.1746, 0.0923, -0.1422], [-1.2079, -0.0804, -1.2118], [-0.3360, -1.5145, -0.6664], [0.7923, -1.2334, -2.4885], [0.0242, 2.5824, -3.3294], [1.2937, 2.0820, -3.0942], [-0.5355, 2.0037, -4.0642], [-0.6295, 2.5091, -2.4602], [0.0561, 3.6320, -3.6215], [1.1395, 1.2693, -2.6069], [-2.0740, -0.7887, -4.2102], [-2.7714, -0.9151, -5.4051], [-1.1467, -1.3572, -4.2819], [-1.8165, 0.2343, -3.9361], [-2.7024, -1.2198, -3.4309], [-2.1532, -1.2897, -6.0368], [2.2698, -3.3725, -3.5909], [1.1503, -2.5261, -3.7038], [2.5211, -3.5958, -2.5541], [1.9423, -4.2620, -4.1291], [3.1581, -2.9972, -4.0990], [0.3625, -3.0714, -3.6452], [1.7511, -0.4628, 2.6687], [3.0266, 0.1547, 2.7182], [1.5431, -1.1175, 1.8224], [1.7577, -1.1476, 3.5167], [0.9596, 0.2860, 2.6408], [3.0950, 0.7606, 3.4597]],
  "forces_ev_per_a": [[-1.83, -0.83, -0.27], [1.06, 2.39, -0.65], [0.56, 0.14, -0.31], [-1.23, -1.45, -0.53], [-0.43, -0.02, 1.65], [1.14, 0.07, -1.10], [2.05, -1.68, -0.10], [-1.59, 1.33, -0.26], [0.15, 0.17, -0.07], [0.21, 0.27, 0.20], [0.67, 0.13, -0.06], [-0.27, 0.27, -0.32], [-0.48, -0.02, 0.36], [-0.66, 0.06, 0.90], [0.53, -0.80, 0.63], [0.29, 0.51, 0.14], [-0.14, -0.40, -0.31], [-0.01, 0.49, 0.55], [-0.39, 0.82, 0.12], [0.80, 0.30, 0.72], [0.90, -1.35, 0.53], [-0.32, -0.06, -0.97], [-0.49, 0.63, 0.60], [-3.30, 0.00, -2.55], [2.66, -1.07, 1.66], [0.64, 0.15, 0.50], [-0.09, 0.50, -0.17], [-0.16, 0.02, -0.10], [0.36, -0.58, -0.10], [0.33, -0.32, 0.01], [0.40, 0.08, -0.09], [-0.56, 0.34, 0.27], [-0.17, -0.37, -0.56], [-0.59, 0.31, -0.46], [0.28, -0.42, 0.88], [-0.05, -0.12, -0.98], [0.04, -0.05, -0.31], [0.20, 0.76, 0.11], [-0.32, -0.17, 0.34], [-0.13, -0.04, -0.08], [-0.24, -0.16, 0.96], [0.18, 1.61, -0.25], [-0.01, -0.06, 0.11], [-0.09, 0.02, -0.33], [-0.01, -0.02, 0.09], [0.35, -0.57, -0.76], [0.30, 1.86, 0.38], [-0.88, 1.82, -0.97], [0.01, -0.74, -0.62], [-0.01, -0.52, 0.58], [0.37, -0.22, -0.36], [0.14, -2.90, 1.22], [0.18, -0.88, 0.49], [-0.09, 0.25, -0.77], [0.18, 0.05, 0.37], [-0.11, 0.38, -0.09], [0.15, 0.14, 0.32], [-0.30, 0.09, -0.33], [0.11, -1.33, -0.44], [-0.61, 1.45, 0.36], [-0.03, -0.04, 0.02], [0.74, -0.50, 0.26], [-0.32, 0.44, 0.03], [-0.02, -0.10, -0.07], [0.09, -0.24, 0.98], [0.55, 0.13, -1.38], [0.90, 0.21, -0.43], [-1.02, 0.13, 0.20], [-0.26, -0.05, 0.52], [-0.34, -0.17, 0.07]]
}

No. 3
{
  "formula": "C6H10N3O2S",
  "method": "ωB97M-V with the def2-TZVPD basis set",
  "homo_lumo_gap_ev": [7.925, 7.922],
  "mol_weight_da": 188.23,
  "relative_energy_kcal_mol": 117.9,
  "homo_energy_ev": [-4.54, -4.54],
  "lumo_energy_ev": [3.381, 3.381],
  "total_charge": -1,
  "elements": ["C", "C", "C", "C", "C", "C", "N", "N", "N", "O", "O", "S", "H", "H", "H", "H", "H", "H", "H", "H", "H", "H"],
  "positions_angstrom": [[0.0838, 0.4453, 0.7649], [2.0669, 0.2850, 0.0201], [-2.4132, 0.0381, 1.6855], [3.3737, -0.3506, -0.4708], [0.9088, -1.8560, 0.3949], [-2.4285, 1.5560, -0.9458], [0.6113, 1.6833, 0.7763], [1.8692, 1.5720, 0.2334], [0.9805, -0.4531, 0.4906], [-4.2075, -0.0513, -0.0764], [-2.1547, -0.9982, -0.7249], [-2.7656, 0.0794, -0.0089], [-2.1727, 1.0876, 1.8675], [3.1670, -0.8776, -1.4106], [4.2355, 0.3383, -0.3906], [3.6160, -1.1303, 0.2177], [0.0006, -2.0527, -0.0677], [1.7058, -2.3708, -0.1225], [0.9079, -2.3236, 1.3221], [-2.3517, 1.1285, -2.0018], [-3.3857, 2.0697, -0.8692], [-1.6474, 2.1809, -0.6835]],
  "forces_ev_per_a": [[-4.06, 2.42, 3.26], [1.54, 0.65, 0.71], [2.43, 0.48, -1.00], [-1.25, 0.46, 0.60], [0.02, -0.48, -0.51], [-2.15, -1.29, -1.85], [-0.95, -1.23, -0.93], [0.44, -1.30, -0.25], [3.81, 0.56, -2.29], [-1.16, 0.81, 0.57], [1.49, -1.14, -0.68], [-0.49, -1.10, -0.27], [-0.27, 0.47, 0.51], [0.65, 0.54, -0.21], [-0.74, -0.13, -0.77], [0.23, -0.75, 0.63], [-1.75, -0.84, -0.94], [0.38, 0.61, -0.59], [-0.22, -0.60, 2.09], [0.10, 0.77, 1.37], [0.10, 0.31, -0.13], [1.82, 0.80, 0.66]]
}

No. 4
{
  "formula": "C20H21BeClN2O2",
  "method": "ωB97M-V with the def2-TZVPD basis set",
  "homo_lumo_gap_ev": [6.038, 6.038],
  "mol_weight_da": 365.86,
  "relative_energy_kcal_mol": 80.1,
  "homo_energy_ev": [-6.41, -6.41],
  "lumo_energy_ev": [-0.368, -0.368],
  "elements": ["C", "C", "H", "H", "H", "H", "H", "H", "C", "C", "C", "C", "H", "H", "H", "H", "N", "C", "C", "N", "C", "C", "C", "H", "H", "C", "H", "H", "Be", "C", "H", "H", "H", "Cl", "C", "C", "C", "C", "C", "C", "C", "O", "O", "H", "H", "H", "H"],
  "positions_angstrom": [[2.8402, -0.3066, 0.2440], [2.2748, -1.6769, -0.3485], [3.0191, 0.5276, -0.4480], [3.8776, -0.6180, 0.4401], [2.5484, 0.0146, 1.2558], [2.6595, -1.8690, -1.3428], [2.7029, -2.4311, 0.3206], [1.1871, -1.9525, -0.3047], [1.0869, 2.3724, 0.7536], [0.4174, 3.5665, 1.0311], [-0.8919, 3.7241, 0.5682], [-1.4857, 2.6670, -0.1207], [2.1029, 2.2268, 1.1241], [0.9286, 4.3384, 1.6138], [-1.4599, 4.6380, 0.7478], [-2.5232, 2.7038, -0.4483], [0.5241, 1.3659, 0.0540], [-0.7693, 1.4880, -0.3751], [-1.4090, 0.3270, -1.0386], [-0.7109, -0.8406, -1.1071], [-1.3189, -1.9579, -1.5369], [-3.3284, -0.7503, -2.1019], [-2.6164, -1.9515, -2.0637], [-0.7630, -2.8959, -1.4649], [-3.0533, -2.8769, -2.4318], [-2.7190, 0.3836, -1.5659], [-3.2657, 1.3209, -1.5313], [-4.3332, -0.6932, -2.5250], [1.0057, -0.4282, -0.1272], [1.5229, -0.0169, -2.0874], [0.9000, 0.8348, -2.3802], [1.2400, -0.8957, -2.6763], [2.5684, 0.2486, -2.2868], [-2.1206, -3.4630, 6.9491], [-1.3679, -2.6413, 5.6498], [-0.2847, -1.7821, 5.9025], [0.3071, -1.1009, 4.8376], [-0.1654, -1.2663, 3.5300], [-1.2333, -2.1330, 3.2817], [-1.8489, -2.8146, 4.3367], [0.4991, -0.4851, 2.4388], [1.2465, 0.4552, 2.7847], [0.2420, -0.8771, 1.2301], [0.0813, -1.6560, 6.9173], [1.1308, -0.4189, 5.0144], [-1.5828, -2.2539, 2.2550], [-2.6923, -3.4844, 4.1578]],
  "forces_ev_per_a": [[3.04, -0.71, 0.48], [1.44, -1.29, 0.89], [-0.73, -0.52, 0.30], [-0.15, -0.04, 0.16], [-0.44, -0.19, -0.41], [-0.06, 0.20, 0.10], [-0.09, -0.12, 0.15], [0.95, -0.13, -0.30], [-0.55, -0.11, -0.51], [-0.07, -0.07, -0.26], [0.19, -0.38, -0.01], [0.10, -0.35, -0.17], [-0.39, -0.14, -0.19], [-0.27, -0.28, -0.27], [0.22, -0.27, 0.03], [0.34, 0.32, 0.18], [-1.22, 0.47, 0.52], [0.86, 0.96, 0.72], [-0.56, -1.37, -0.87], [-1.21, 0.39, 1.23], [-0.29, 0.81, -0.32], [0.63, 0.02, 0.24], [0.20, 0.11, 0.04], [-0.01, 0.35, -0.06], [0.09, 0.18, 0.10], [0.34, 0.09, 0.18], [0.05, -0.24, -0.13], [0.34, -0.05, 0.18], [-1.95, 2.62, -2.34], [-0.71, 0.26, 0.04], [0.02, 0.00, -0.47], [0.09, 0.16, -0.39], [0.01, -0.08, -0.19], [-0.24, -0.29, 0.40], [0.56, 0.77, -1.27], [-0.31, -0.26, -0.44], [-0.47, -0.28, 0.14], [-0.23, -0.24, 0.44], [0.01, -0.01, 0.31], [0.29, 0.10, 0.35], [0.54, 0.68, 0.44], [-0.70, -1.05, -0.76], [0.19, -0.15, 1.59], [-0.08, -0.03, -0.16], [-0.09, -0.07, -0.06], [0.07, 0.00, 0.32], [0.27, 0.23, 0.07]]
}

No. 5
{
  "formula": "C12H14N",
  "method": "ωB97M-V with the def2-TZVPD basis set",
  "homo_lumo_gap_ev": 9.228,
  "mol_weight_da": 172.25,
  "relative_energy_kcal_mol": 37.8,
  "homo_energy_ev": -12.09,
  "lumo_energy_ev": -2.863,
  "total_charge": 1,
  "smiles": "C[N@H+]1C[C@@H]2[C@@H]3[C@H]1[C@@]32c1ccccc1",
  "elements": ["C", "N", "C", "C", "C", "C", "C", "C", "C", "C", "C", "C", "C", "H", "H", "H", "H", "H", "H", "H", "H", "H", "H", "H", "H", "H", "H"],
  "positions_angstrom": [[-0.0337, 2.4871, 1.1480], [1.2031, 1.7411, 0.8618], [1.4767, 0.6096, 1.7974], [1.6060, -0.5682, 0.8460], [2.0743, -0.1004, -0.5019], [1.1665, 1.0799, -0.4646], [0.6342, -0.4493, -0.2858], [-0.4666, -1.1992, -0.8584], [-0.4822, -2.5889, -0.7573], [-1.5462, -3.3019, -1.2760], [-2.5964, -2.6394, -1.8900], [-2.5856, -1.2577, -1.9883], [-1.5261, -0.5361, -1.4726], [-0.8884, 1.8239, 1.0275], [-0.0156, 2.8725, 2.1645], [-0.1317, 3.3237, 0.4588], [1.9853, 2.4017, 0.8947], [0.6380, 0.4766, 2.4831], [2.3873, 0.7824, 2.3724], [1.8959, -1.5234, 1.2501], [2.8684, -0.3931, -1.1528], [0.9335, 1.6982, -1.3141], [0.3369, -3.1019, -0.2785], [-1.5596, -4.3773, -1.1982], [-3.4259, -3.1968, -2.2929], [-3.4069, -0.7420, -2.4602], [-1.5125, 0.5406, -1.5378]],
  "forces_ev_per_a": [[-0.66, 0.40, 0.20], [0.26, 0.42, 0.07], [0.19, -0.82, 0.63], [-0.16, 0.15, -0.06], [-0.60, 0.32, 0.32], [-0.66, -2.96, -0.47], [1.68, 3.00, 0.21], [-0.42, -0.27, -0.26], [-0.02, 0.23, -0.05], [-0.01, -0.06, 0.01], [-0.03, 0.07, -0.04], [-0.07, -0.05, -0.04], [0.23, -0.13, 0.13], [0.11, -0.09, -0.01], [0.10, -0.05, 0.02], [0.09, -0.06, -0.06], [-0.06, -0.15, -0.03], [0.04, 0.20, -0.08], [-0.07, 0.19, -0.09], [0.01, -0.18, -0.06], [0.21, -0.13, -0.22], [-0.06, 0.08, -0.06], [0.10, -0.11, 0.07], [0.01, -0.12, 0.00], [-0.10, -0.09, -0.04], [-0.08, 0.05, -0.06], [-0.04, 0.16, -0.03]]
}

No. 6
{
  "formula": "C2H2FN3",
  "method": "ωB97M-V with the def2-TZVPD basis set",
  "homo_lumo_gap_ev": 10.516,
  "mol_weight_da": 87.06,
  "relative_energy_kcal_mol": 76.1,
  "homo_energy_ev": -10.58,
  "lumo_energy_ev": -0.060,
  "smiles": "Fn1cnnc1",
  "elements": ["F", "N", "C", "N", "N", "C", "H", "H"],
  "positions_angstrom": [[-2.1327, 0.1452, -0.0285], [-0.6721, -0.0241, 0.0390], [0.1128, 1.0617, 0.0082], [1.3666, 0.7438, 0.0088], [1.4520, -0.6151, 0.0041], [0.2422, -1.1131, -0.0158], [-0.4802, 2.0059, -0.2598], [0.1115, -2.2042, 0.2440]],
  "forces_ev_per_a": [[3.49, -0.98, 0.07], [-0.87, -1.30, -0.07], [-2.27, 2.43, -1.16], [0.25, 0.94, -0.38], [-1.23, -0.34, 0.18], [-0.56, -1.32, 1.20], [1.74, -1.05, 0.95], [-0.55, 1.63, -0.79]]
}